(1)
ORCA calculation (ωB97M-V with the def2-TZVPD basis set) on a cluster of 2 separate species, C53H76BN2 in total.

Its charge is +1. The energy above the lowest of the compared OMol25 structures with the same formula, charge and spin comes out at 0.739 eV. The energy is -59841.5088 eV. As for the molar mass: 752.02 g/mol. Its HOMO energy is -9.89 eV.

Atoms and positions in Å:
H  2.421  2.653  -3.910
H  8.569  -6.325  -1.507
C  -4.120  5.365  4.120
H  0.180  1.131  0.985
H  4.668  -3.801  3.007
H  -2.928  3.135  -2.356
H  1.119  -4.098  2.020
C  -2.527  3.351  -1.380
C  1.774  1.851  -3.532
C  0.954  -7.884  1.740
C  -2.305  3.640  4.374
H  3.778  -4.757  -2.919
H  -2.046  -4.667  -3.765
H  7.713  -4.864  1.504
C  -3.848  3.647  2.421
H  -3.967  -1.960  -1.228
H  -0.403  -3.279  1.715
C  -3.448  0.123  -0.731
H  2.249  -7.388  0.107
H  0.969  1.686  -4.261
H  -3.340  8.314  -0.451
C  -0.687  6.459  -1.649
C  -1.329  -1.103  -1.311
H  -0.599  6.945  -2.632
C  -1.104  7.871  1.760
C  -3.070  4.521  3.382
H  -3.084  0.752  1.330
H  -0.430  -8.614  -2.158
C  -0.045  -4.905  0.348
C  -2.789  4.398  -0.588
C  0.824  -0.114  -1.631
H  -4.057  1.645  -2.162
C  0.545  -6.133  -0.018
C  -1.386  7.396  -0.683
N  -1.846  4.415  0.447
H  2.972  3.225  -1.460
C  -0.641  8.732  -0.815
H  2.663  -4.620  -1.547
H  2.120  -5.670  2.606
H  -4.783  0.788  0.811
H  0.359  8.689  -0.374
H  -1.205  9.558  -0.366
B  -0.430  2.241  1.455
H  -3.680  5.979  4.911
H  0.083  -8.895  -0.513
H  -4.880  4.708  4.566
H  2.393  -4.077  0.444
C  -1.110  1.290  -1.217
C  5.372  -4.612  2.791
H  0.396  -7.381  2.549
H  -1.481  6.191  4.665
H  8.733  -4.612  -1.902
H  -1.260  5.549  -1.818
C  4.705  -4.960  -0.980
H  -1.960  -1.983  -1.321
H  -1.464  -3.132  -3.118
C  -2.803  7.696  -1.181
H  0.322  6.208  -1.303
H  -0.432  -4.882  2.469
C  -3.749  0.976  0.488
H  6.200  -5.192  -2.510
H  1.320  4.344  -2.653
C  0.225  1.154  -1.680
H  0.473  2.869  2.017
H  1.862  2.701  -0.165
C  3.549  -5.138  -1.918
H  -0.244  3.632  -3.128
C  0.540  3.622  -2.362
H  -2.990  2.899  4.813
H  1.726  -8.534  2.175
C  3.105  -4.761  0.897
C  -0.758  -6.133  -2.073
H  1.297  -8.484  -1.757
H  -5.009  -1.182  -0.045
C  2.290  2.428  -1.140
H  -1.359  -3.346  -0.250
C  5.577  -4.763  1.314
H  -1.483  3.113  3.871
C  0.028  -6.815  -1.147
C  -0.895  -4.279  -0.568
H  -4.517  2.983  2.994
H  3.277  -6.200  -2.040
H  0.143  3.962  -1.405
C  -4.291  0.612  -1.904
C  2.581  -5.935  1.639
C  1.599  -6.835  0.818
C  -1.933  0.135  -1.102
H  -0.660  8.380  3.815
C  0.279  -8.275  -1.394
H  -1.083  -6.647  -2.978
H  -1.207  1.745  2.299
H  1.904  -0.215  -1.756
C  7.101  -5.079  -0.562
H  0.506  -2.243  -1.535
C  -1.205  3.187  0.449
C  -1.746  5.573  1.315
C  -1.027  7.614  3.128
H  -3.558  5.142  -0.680
C  0.046  -1.257  -1.488
H  -4.475  4.238  1.739
C  1.182  2.270  -2.181
H  6.337  -4.386  3.264
C  -3.964  -1.274  -0.371
H  -3.699  2.035  0.243
C  6.867  -4.888  0.809
C  4.454  -4.787  0.419
H  -4.116  -0.015  -2.787
C  -1.400  6.885  0.810
H  -2.972  -3.825  -2.504
H  4.986  -5.532  3.258
H  3.443  -6.581  1.898
H  2.371  0.934  -3.454
H  0.238  -8.521  1.211
C  6.010  -5.070  -1.440
C  -1.960  -4.073  -2.851
N  -1.582  2.564  -0.729
H  -1.891  4.245  5.189
H  -0.523  8.981  -1.877
H  -4.626  6.025  3.401
C  8.489  -5.312  -1.091
H  -3.392  6.799  -1.373
H  -2.750  8.258  -2.126
H  2.865  1.505  -1.017
H  9.239  -5.192  -0.301
H  -5.352  0.552  -1.628
H  -3.401  -1.711  0.464
C  -1.181  -4.826  -1.822
C  -1.479  6.395  3.593
C  -2.052  5.474  2.697
H  -3.169  3.009  1.860
H  -0.890  8.898  1.451
C  0.082  -4.267  1.710

Results of the Mulliken charge analysis, in e, for atoms 1 through 5:
1 H 0.4345
2 H 0.3288
3 C -1.8963
4 H -0.0891
5 H 0.3692

(2)
ORCA calculation (ωB97M-V with the def2-TZVPD basis set) on a cluster of 12 separate species, C53H84Cl4N7O4 in total.

Its charge is -1. The energy is -125028.6497 eV. As for the molar mass: 1025.11 g/mol. Its HOMO energy is -1.94 eV.

Atoms and positions in Å:
C  16.729  -11.843  31.504
Cl  13.469  -18.414  25.265
H  24.296  -12.475  30.841
C  13.462  -7.485  21.429
H  27.242  -10.245  24.766
H  26.296  -12.454  29.079
H  14.090  -16.818  26.898
C  14.589  -17.313  26.063
H  19.632  -14.276  29.015
H  22.363  -17.552  17.431
H  13.909  -13.390  32.841
H  12.065  -13.460  22.812
H  16.320  -18.565  25.696
C  22.570  -15.086  15.146
H  17.786  -12.675  28.542
Cl  17.016  -16.987  27.286
C  21.584  -12.794  15.057
H  15.094  -11.863  24.643
H  17.817  -11.835  24.222
H  23.866  -14.239  22.778
C  24.123  -14.650  27.555
C  17.786  -13.626  28.007
O  18.761  -9.246  24.653
H  15.905  -12.228  33.428
H  19.061  -14.645  24.211
Cl  17.103  -16.669  23.732
C  18.871  -16.519  21.603
H  23.471  -15.135  21.334
H  18.415  -11.591  18.389
C  18.178  -12.718  23.681
H  14.725  -9.121  21.786
H  26.176  -10.596  22.658
C  13.922  -13.525  22.049
H  17.664  -10.287  22.265
H  23.106  -14.773  14.257
C  19.129  -13.588  24.475
C  13.064  -13.315  23.227
C  22.790  -16.323  15.757
H  25.193  -11.939  23.314
H  16.205  -8.289  23.429
N  12.763  -6.885  20.743
H  24.230  -11.378  29.489
H  16.848  -7.792  21.232
H  18.696  -15.524  28.496
H  19.381  -11.409  25.845
C  22.303  -15.490  23.087
H  17.313  -12.314  26.266
H  18.341  -10.912  20.775
C  16.570  -6.948  21.860
H  18.812  -9.071  28.944
H  16.948  -14.176  28.435
H  19.650  -11.557  22.773
H  17.420  -6.492  22.358
N  22.889  -11.152  25.247
C  21.515  -15.539  17.616
H  14.999  -11.268  23.041
H  19.670  -8.571  22.944
C  17.649  -13.318  26.528
C  20.604  -11.848  15.746
C  19.300  -9.855  15.642
C  15.590  -7.533  22.927
C  24.288  -12.433  29.750
C  14.368  -8.231  22.308
H  25.727  -13.998  29.772
H  26.549  -11.586  25.510
H  21.888  -11.753  20.504
H  12.416  -11.209  23.277
C  15.561  -12.096  32.398
H  17.808  -9.601  17.156
C  19.023  -14.543  28.151
H  21.157  -15.721  18.619
H  26.104  -14.203  27.359
H  16.911  -11.700  21.331
H  17.029  -14.017  25.963
H  17.477  -18.176  22.003
H  15.526  -18.807  27.269
H  20.895  -12.360  25.905
O  17.032  -8.009  29.302
H  22.929  -12.923  19.761
H  17.258  -13.265  23.442
H  16.619  -11.599  30.445
C  22.210  -16.580  16.984
C  15.840  -18.070  26.535
H  12.655  -11.860  24.809
H  21.222  -14.079  21.028
C  13.082  -11.898  23.801
H  25.360  -9.683  26.356
H  19.279  -15.542  26.218
H  23.512  -12.041  21.188
C  21.193  -14.360  16.984
C  23.029  -14.596  22.174
H  13.332  -14.042  23.991
H  20.162  -13.369  24.197
H  17.555  -9.956  29.898
H  15.322  -14.274  32.292
C  18.598  -10.230  16.767
H  23.368  -12.966  29.500
H  21.536  -13.164  22.515
C  17.620  -13.028  31.458
H  14.972  -11.178  32.435
H  15.988  -6.196  21.324
C  21.725  -14.144  15.707
H  13.733  -8.649  23.091
C  25.480  -13.178  29.098
H  20.588  -9.891  23.845
H  27.036  -11.998  23.147
C  25.187  -9.916  25.303
H  23.506  -17.014  15.331
O  22.211  -12.424  14.099
N  14.532  -13.675  21.089
H  19.869  -12.203  27.432
C  20.258  -10.693  15.080
C  20.299  -13.406  17.690
C  18.150  -17.491  22.511
O  19.924  -13.631  18.821
H  18.174  -15.784  21.198
C  21.992  -13.593  21.624
N  19.048  -13.449  25.978
C  26.302  -10.806  24.785
H  19.107  -12.927  21.716
C  19.917  -12.223  26.348
H  14.447  -10.230  24.330
C  17.721  -9.164  29.130
C  19.616  -14.654  26.755
H  24.995  -12.843  27.023
C  26.145  -11.417  23.378
C  18.969  -11.370  17.489
C  14.455  -11.261  23.993
H  19.173  -8.844  15.273
C  22.642  -12.507  20.729
H  19.630  -15.883  22.053
C  23.892  -10.596  25.286
C  17.813  -11.203  21.691
C  18.800  -12.138  22.410
N  21.739  -16.170  23.823
H  20.793  -10.405  14.185
H  17.352  -11.036  31.897
N  23.295  -15.431  27.422
H  14.784  -16.438  25.442
H  20.693  -14.640  26.596
N  18.319  -13.939  31.482
H  14.442  -13.535  31.090
H  25.099  -8.986  24.742
Cl  19.657  -17.397  20.232
C  19.903  -9.024  23.938
H  15.366  -6.842  23.738
C  25.207  -13.676  27.696
H  18.864  -18.141  23.015
H  20.528  -8.162  24.273
H  17.338  -9.684  28.210
C  14.732  -13.365  32.130
C  19.934  -12.195  16.922

Results of the Mulliken charge analysis, in e, for atoms 1 through 5:
1 C -0.2430
2 Cl -0.2195
3 H 0.3433
4 C 0.1023
5 H 0.3492

(3)
ORCA calculation (ωB97M-V with the def2-TZVPD basis set) on a cluster of 11 separate species, C53H85I4N2O35P in total.

Its charge is 0. The energy above the lowest of the compared OMol25 structures with the same formula, charge and spin comes out at 0.000 eV. The energy is -172666.9592 eV. As for the molar mass: 1848.83 g/mol. Its HOMO energy is -7.30 eV.

Atoms and positions in Å:
H  -1.061  14.040  6.517
C  0.438  -0.310  5.770
H  -0.070  1.805  1.069
O  -3.150  -12.329  -2.216
H  4.409  8.630  1.739
C  -4.280  -11.834  -5.369
H  -5.199  -2.150  -0.147
C  1.118  4.320  6.142
C  -2.541  12.595  7.179
O  0.303  8.624  1.950
H  0.550  -0.048  0.173
C  -0.344  -0.130  -0.482
H  4.525  -3.634  2.007
H  -1.543  3.723  -0.888
O  5.947  -5.478  -6.934
H  0.586  0.740  5.523
H  -0.162  0.302  7.765
C  -1.834  -3.121  -0.881
H  0.880  -1.610  -4.926
C  2.588  -5.345  -7.325
H  0.189  4.899  1.468
O  0.409  6.823  -2.576
I  -3.142  -2.090  1.725
O  2.246  -2.670  7.396
C  -4.880  -1.929  -2.259
H  -2.962  -1.146  -0.747
H  -1.383  -3.693  -3.014
C  0.086  7.728  2.943
C  1.351  -1.567  -1.917
H  -2.910  -10.149  -5.367
C  1.456  -1.856  7.041
H  -0.665  -9.887  -1.311
H  -4.759  -3.711  -0.872
C  4.473  4.773  2.927
C  5.488  8.805  1.712
H  -1.256  -11.502  -0.872
O  -3.163  12.213  3.871
O  -3.438  12.617  6.070
C  -0.047  -11.464  -2.667
H  0.208  6.081  -4.556
H  -2.851  13.305  7.944
C  -1.061  3.591  0.106
C  -0.334  -0.502  7.046
C  6.279  8.716  3.812
H  4.486  -3.495  -1.015
H  -1.645  1.557  -1.259
H  -1.068  5.726  0.506
C  2.517  -0.024  -3.587
O  1.360  -11.232  -2.713
H  -0.233  -12.536  -2.779
H  -0.264  5.978  6.358
H  -1.405  -0.602  6.877
O  6.004  10.024  3.579
C  -1.834  -4.120  -2.081
C  -0.571  1.304  -1.078
H  0.088  1.569  -1.927
C  -3.484  -11.901  -3.274
H  1.745  -5.917  -6.941
H  -2.535  11.590  7.609
H  -2.826  -5.435  -3.472
C  0.805  6.790  -3.935
H  -0.896  5.282  -2.132
O  -1.374  12.478  5.213
O  2.087  2.377  2.794
C  -3.062  -2.230  -0.493
H  -0.378  12.487  7.041
H  4.357  -2.095  0.209
H  -6.817  -6.908  0.995
H  -7.446  -5.358  1.588
H  1.708  4.768  -0.575
O  -1.035  2.687  8.188
H  -1.201  -0.307  0.217
C  4.824  -5.519  -7.316
C  0.200  5.485  -2.065
H  0.784  4.812  -2.745
O  2.952  -11.171  -1.119
C  -2.704  12.416  4.948
O  0.845  3.597  7.343
H  -8.696  -7.252  -0.465
H  -1.519  9.896  3.662
H  2.049  -4.011  -0.767
C  5.281  3.507  2.862
C  3.976  -3.088  -0.120
C  -7.628  -4.762  -1.135
H  2.589  -5.310  -9.495
O  1.681  -0.947  6.058
C  3.060  -5.836  -8.665
H  4.432  5.193  3.935
H  3.443  0.600  -3.484
H  -3.919  -12.090  -6.365
C  3.094  3.007  2.831
C  1.806  -11.184  -1.430
C  -0.497  3.400  7.402
C  -0.944  9.262  1.668
H  2.055  -3.225  0.809
H  -5.362  -11.980  -5.336
O  6.618  8.276  4.861
O  4.459  -5.568  -8.622
O  -3.672  -12.662  -4.380
O  3.169  4.333  2.557
C  -3.666  -6.004  -1.582
H  2.322  -4.285  -7.335
H  1.083  1.775  -4.106
C  4.294  -4.136  1.046
C  3.291  -3.350  -3.393
H  2.909  -6.911  -8.795
H  4.833  5.537  2.240
C  -1.226  12.960  6.548
H  -9.506  -6.327  0.816
H  -1.089  -4.914  -1.808
H  6.091  3.489  3.590
H  -3.977  -4.262  -2.838
H  1.394  3.611  5.356
C  5.860  10.188  2.170
H  5.859  8.580  0.713
H  0.683  7.809  -4.378
O  0.213  -1.714  7.567
C  -3.106  -4.892  -2.530
H  2.811  -0.884  -4.227
H  5.109  -4.825  0.717
N  1.846  -0.224  -2.323
C  -0.216  -1.343  -1.532
H  -3.973  -5.635  -0.575
I  -1.397  -0.744  -3.263
O  -8.863  -5.233  -0.833
H  -2.773  8.986  2.798
O  -1.149  7.877  3.481
H  6.812  10.526  1.754
C  -3.869  -10.453  -4.941
O  -0.561  -2.503  -0.814
C  0.764  5.366  -0.603
P  1.426  -2.978  -3.178
N  1.412  0.653  -5.769
C  2.386  -3.084  -0.257
O  0.771  -11.154  -0.553
O  1.945  -1.816  -0.663
H  1.889  6.523  -4.055
H  -4.618  -9.699  -5.183
H  -1.834  3.434  0.899
I  -1.601  -4.515  0.870
C  -1.701  9.085  2.953
H  1.069  6.406  -0.317
O  4.311  2.501  3.153
H  -4.624  -0.841  -2.152
O  0.986  -2.557  -4.757
H  -1.420  8.752  0.827
O  -1.142  4.117  6.450
H  3.854  -2.409  -3.182
H  3.411  -4.806  1.215
H  1.938  5.022  6.288
H  -4.584  -6.422  -2.049
H  -5.965  -1.967  -2.480
H  0.893  2.675  -0.154
H  -0.797  10.309  1.409
C  -8.696  -6.310  0.089
O  3.737  -5.521  -6.500
H  3.490  -3.648  -4.447
O  -7.399  -3.977  -1.998
I  -2.312  -7.718  -1.366
H  -0.028  -0.812  4.918
H  -0.555  -10.931  -3.471
H  5.694  3.323  1.867
O  -6.683  -5.303  -0.323
H  3.500  0.152  -1.343
H  5.092  10.926  1.942
H  1.941  -0.189  -6.029
O  2.572  0.435  -1.326
H  -4.248  -2.294  -3.103
H  -0.375  5.133  4.801
H  3.556  -4.188  -2.719
C  -0.141  2.321  0.088
C  -4.514  -2.633  -0.886
O  -3.724  -10.590  -3.529
C  -7.363  -6.008  0.714
O  0.882  6.912  3.299
C  -0.424  -10.954  -1.307
C  -0.188  5.005  5.866
C  1.606  0.881  -4.521
C  -0.296  4.913  0.460
O  6.115  7.971  2.687

Results of the Mulliken charge analysis, in e, for atoms 1 through 5:
1 H 0.2647
2 C 0.0132
3 H 0.4933
4 O -0.5127
5 H 0.1448

> Which of these has the highest charge?

C53H76BN2